(1)
Here is a single C16H26N2O3S molecule from the OMol25 dataset. Energies are from ωB97M-V/def2-TZVPD.

```
48
Properties=species:S:1:pos:R:3:nbo_charge:R:1
C 3.097 -4.961 -1.870 -0.600
C 1.588 -5.162 -1.804 -0.386
C 0.918 -4.129 -0.902 -0.396
C -0.597 -4.316 -0.849 -0.392
C -1.289 -3.403 0.166 -0.386
C -1.131 -1.906 -0.100 -0.401
C -1.821 -1.447 -1.384 -0.421
C -1.570 0.030 -1.675 -0.077
O -2.127 0.868 -0.661 -0.506
C -1.302 1.386 0.248 0.818
O -0.108 1.216 0.257 -0.636
C -2.074 2.212 1.248 -0.512
C -1.169 2.909 2.268 -0.407
C -0.259 3.908 1.610 -0.213
C 1.094 3.800 1.572 0.305
C 1.866 2.674 2.173 -0.672
N 1.836 4.761 0.938 -0.566
C 1.308 5.850 0.315 0.269
S 2.264 6.955 -0.434 -0.212
N -0.045 5.950 0.368 -0.599
C -0.914 5.046 0.978 0.657
O -2.109 5.251 0.947 -0.610
H 3.556 -5.707 -2.515 0.208
H 3.537 -5.047 -0.879 0.200
H 3.334 -3.975 -2.264 0.200
H 1.372 -6.165 -1.428 0.193
H 1.168 -5.090 -2.810 0.193
H 1.327 -4.213 0.108 0.193
H 1.156 -3.131 -1.276 0.192
H -0.812 -5.351 -0.572 0.202
H -1.017 -4.156 -1.843 0.192
H -0.884 -3.619 1.158 0.200
H -2.354 -3.647 0.185 0.199
H -1.563 -1.363 0.744 0.201
H -0.073 -1.645 -0.144 0.206
H -2.896 -1.618 -1.303 0.205
H -1.446 -2.013 -2.236 0.208
H -2.059 0.326 -2.607 0.193
H -0.495 0.228 -1.742 0.204
H -2.779 1.552 1.759 0.238
H -2.660 2.955 0.704 0.266
H -1.813 3.443 2.971 0.235
H -0.588 2.166 2.810 0.218
H 1.666 2.594 3.240 0.237
H 2.934 2.813 2.028 0.215
H 1.560 1.745 1.694 0.278
H 2.843 4.672 0.894 0.432
H -0.467 6.753 -0.084 0.439
```

Results
E_HOMO = -8.4 eV
Kohn-Sham gap = 8.9742 eV
lowest unoccupied orbital energy = 0.6 eV
max |F| = 0.74 eV Å⁻¹



(2)
Here is a 12-piece molecular cluster, C12H48O12 overall from the OMol25 dataset. Energies are from ωB97M-V/def2-TZVPD.

```
72
Properties=species:S:1:pos:R:3:lowdin_charge:R:1
C -0.804 -2.618 -5.677 -0.125
O -1.517 -2.060 -4.523 -0.149
H -1.280 -3.590 -5.807 0.072
H -1.025 -2.063 -6.589 0.071
H 0.254 -2.728 -5.437 0.077
H -2.356 -2.524 -4.555 0.053
C -0.142 -0.181 0.613 -0.208
O -0.702 -1.392 0.301 -0.103
H -0.570 0.264 1.511 0.070
H 0.828 -0.494 1.001 0.077
H -0.117 0.573 -0.173 0.089
H -1.065 -1.172 -0.560 0.075
C 0.080 5.641 5.757 -0.142
O 1.316 6.309 6.100 -0.143
H 0.248 4.959 4.924 0.079
H -0.338 5.206 6.664 0.074
H -0.562 6.472 5.463 0.072
H 1.125 6.613 6.990 0.061
C -4.158 2.259 -6.000 -0.165
O -3.551 2.272 -4.721 -0.130
H -4.514 3.253 -6.273 0.080
H -3.324 1.995 -6.650 0.072
H -4.923 1.494 -6.134 0.071
H -3.056 1.470 -4.536 0.070
C 3.442 -5.848 -0.626 -0.167
O 3.798 -6.637 -1.738 -0.134
H 3.571 -6.472 0.259 0.085
H 4.068 -4.957 -0.564 0.069
H 2.467 -5.428 -0.874 0.076
H 3.943 -6.076 -2.503 0.070
C -6.367 -3.647 -2.804 -0.169
O -5.684 -3.879 -4.019 -0.128
H -5.703 -3.001 -2.231 0.077
H -7.334 -3.160 -2.931 0.077
H -6.435 -4.554 -2.204 0.073
H -6.203 -4.377 -4.655 0.072
C -2.957 5.424 0.953 -0.190
O -4.024 5.275 1.850 -0.104
H -2.117 4.732 0.902 0.076
H -3.288 5.590 -0.072 0.073
H -2.435 6.352 1.184 0.069
H -3.980 4.466 2.365 0.074
C -4.897 0.273 4.083 -0.158
O -4.366 1.399 4.791 -0.127
H -5.473 0.439 3.173 0.078
H -4.112 -0.440 3.831 0.067
H -5.443 -0.311 4.824 0.073
H -4.486 1.252 5.732 0.068
C 6.932 0.993 -1.981 -0.144
O 5.750 1.143 -1.125 -0.126
H 7.205 -0.021 -2.273 0.068
H 6.854 1.461 -2.962 0.069
H 7.818 1.452 -1.542 0.069
H 5.901 0.677 -0.299 0.065
C 4.327 5.949 -2.965 -0.134
O 3.371 5.053 -2.298 -0.138
H 3.775 6.817 -3.325 0.073
H 4.996 6.267 -2.166 0.071
H 4.871 5.505 -3.798 0.070
H 3.933 4.318 -2.041 0.056
C -1.798 -6.259 3.435 -0.198
O -1.029 -5.867 2.354 -0.103
H -1.145 -6.521 4.268 0.069
H -2.429 -5.436 3.769 0.081
H -2.330 -7.207 3.357 0.074
H -1.184 -4.942 2.146 0.077
C 6.672 -1.705 4.725 -0.137
O 5.932 -1.406 3.492 -0.136
H 6.663 -2.748 5.042 0.068
H 7.705 -1.479 4.459 0.073
H 6.372 -1.096 5.578 0.072
H 5.006 -1.323 3.735 0.060
```

Results
E_HOMO = -10.0 eV
Kohn-Sham gap = 10.2332 eV
lowest unoccupied orbital energy = 0.2 eV
max |F| = 3.19 eV Å⁻¹



(3)
Here is an isolated ion of composition C9H11NO3P and charge -1 from the OMol25 dataset. Energies are from ωB97M-V/def2-TZVPD.

```
25
Properties=species:S:1:pos:R:3:nbo_charge:R:1
C 1.623 -0.537 -2.767 -0.328
C 0.361 -0.326 -3.259 -0.191
C 1.770 -0.569 -1.368 -0.213
C -0.720 -0.336 -2.410 -0.294
C 0.694 -0.679 -0.526 -0.077
C -0.671 -0.610 -1.029 -0.033
C 0.962 -0.593 0.964 -0.537
C -1.747 -0.433 -0.171 -0.682
C 0.098 0.506 1.435 0.119
N 0.254 1.656 0.777 -0.750
O -1.348 1.856 3.167 -1.183
O -1.591 -0.613 3.369 -0.993
O 0.741 0.416 3.980 -1.122
P -0.498 0.596 3.216 2.334
H 2.407 -0.441 -3.506 0.192
H 0.167 -0.132 -4.374 0.188
H 2.717 -0.558 -0.991 0.189
H -1.580 -0.090 -2.890 0.187
H 0.769 -1.653 1.298 0.249
H 2.019 -0.112 1.210 0.250
H -2.659 0.152 -0.386 0.199
H -1.779 -1.029 0.737 0.184
H 0.545 1.570 -0.192 0.392
H -0.329 2.434 1.037 0.426
H -2.203 -0.472 2.679 0.491
```

Results
E_HOMO (spin up / spin down) = -2.9 / -2.9 eV
Kohn-Sham gap (spin up / spin down) = 6.2278 / 6.2254 eV
total charge = -1
lowest unoccupied orbital energy (spin up / spin down) = 3.3 / 3.3 eV
max |F| = 3.60 eV Å⁻¹



(4)
Here is a 9-piece molecular cluster, C23H45F2N4O19S2 overall from the OMol25 dataset. Energies are from ωB97M-V/def2-TZVPD.

```
95
Properties=species:S:1:pos:R:3:lowdin_charge:R:1
C -0.179 0.161 -0.278 -0.302
O 0.511 -0.846 -0.961 -0.415
H -0.155 1.080 -0.881 0.045
H -1.217 -0.152 -0.060 0.035
H 0.236 0.289 0.738 0.042
C 1.468 3.194 1.278 0.009
C 1.870 3.435 2.720 -0.548
O 2.303 2.561 3.458 0.041
N 1.746 4.712 3.112 -0.002
C 2.075 5.184 4.455 -0.065
H 1.309 4.098 0.690 0.079
H 0.452 2.779 1.255 0.075
H 2.105 2.444 0.820 0.061
H 1.569 5.452 2.461 0.124
H 3.054 4.826 4.762 0.085
H 1.280 4.931 5.155 0.083
H 2.109 6.272 4.404 0.079
C -4.449 3.012 -2.354 -0.006
C -3.108 3.627 -2.570 -0.564
O -2.912 4.809 -2.303 0.026
N -2.102 2.793 -2.906 0.013
C -0.747 3.222 -3.206 -0.066
H -5.167 3.435 -3.061 0.091
H -4.822 3.392 -1.400 0.069
H -4.587 1.932 -2.332 0.080
H -2.256 1.805 -3.009 0.127
H -0.548 3.254 -4.279 0.083
H -0.024 2.508 -2.809 0.059
H -0.599 4.197 -2.749 0.080
C 4.049 -1.653 0.705 0.012
C 4.326 -0.460 -0.178 -0.569
O 5.477 -0.020 -0.298 -0.001
N 3.284 0.079 -0.795 0.020
C 3.380 1.302 -1.585 -0.054
H 4.703 -2.456 0.378 0.092
H 2.985 -1.866 0.578 0.050
H 4.191 -1.440 1.762 0.084
H 2.338 -0.324 -0.746 0.070
H 4.317 1.411 -2.129 0.081
H 3.324 2.129 -0.879 0.063
H 2.614 1.267 -2.356 0.071
C 0.533 -0.702 -4.514 0.002
C 1.656 -1.709 -4.417 -0.573
O 2.051 -2.338 -5.399 0.016
N 2.169 -1.887 -3.199 0.022
C 3.144 -2.918 -2.918 -0.064
H 0.874 0.328 -4.390 0.071
H -0.140 -0.818 -3.665 0.040
H 0.185 -0.955 -5.514 0.086
H 1.679 -1.504 -2.392 0.068
H 3.300 -3.056 -1.850 0.062
H 4.082 -2.534 -3.332 0.092
H 2.924 -3.889 -3.363 0.087
C -1.912 -2.666 -2.573 -0.066
C -2.459 -2.757 -1.161 -0.298
O -2.709 -4.132 -1.030 0.130
C -2.751 -4.727 -2.248 -0.550
O -2.979 -5.865 -2.458 0.187
O -2.453 -3.816 -3.207 0.077
F -3.616 -2.041 -1.022 0.059
H -0.829 -2.824 -2.624 0.126
H -2.066 -1.721 -3.088 0.130
H -1.747 -2.364 -0.436 0.137
C 1.219 -3.945 -0.111 -0.060
C 0.164 -4.412 0.889 -0.269
O 1.008 -4.722 1.994 0.130
C 2.295 -4.841 1.642 -0.593
O 3.153 -5.118 2.407 0.171
O 2.441 -4.546 0.346 0.055
F -0.446 -5.556 0.480 0.074
H 1.349 -2.867 -0.002 0.095
H 1.134 -4.330 -1.124 0.142
H -0.573 -3.630 1.047 0.155
C -3.662 1.402 0.851 -0.178
C -3.463 2.438 1.961 -0.144
O -4.705 2.286 2.690 -0.205
S -5.918 2.246 1.601 0.662
O -6.124 3.497 0.931 -0.236
O -7.007 1.564 2.237 -0.223
O -5.059 1.273 0.615 -0.201
H -3.442 0.429 1.297 0.126
H -2.994 1.588 0.012 0.116
H -3.393 3.454 1.565 0.125
H -2.684 2.262 2.693 0.131
C 0.625 0.038 4.678 -0.177
C 1.363 -0.829 3.619 -0.139
O 0.561 -2.003 3.483 -0.210
S -0.837 -1.885 4.285 0.647
O -1.174 -3.139 4.888 -0.212
O -1.807 -1.147 3.504 -0.248
O -0.162 -0.915 5.378 -0.199
H -0.001 0.818 4.242 0.115
H 1.259 0.501 5.429 0.131
H 2.348 -1.063 4.014 0.133
H 1.396 -0.328 2.655 0.110
```

Results
E_HOMO = -6.0 eV
Kohn-Sham gap = 7.7752 eV
total charge = -1
lowest unoccupied orbital energy = 1.7 eV
max |F| = 2.40 eV Å⁻¹



Among the records above, which one has the lowest max |F|? C16H26N2O3S